Entry 1:
Density functional theory data (ωB97M-V with the def2-TZVPD basis set) for a 5-piece molecular cluster, C28H54NO8 overall in a non-equilibrium geometry.

Values from the calculation:
Electronic energy, eV: -47776.57810
E_HOMO, eV: -4.63
Kohn-Sham gap, eV: 7.0157

Structure (ORCA input):
```
! RIJCOSX wB97M-V def2-TZVPD def2/J DEFGRID3
* xyz -1 1
C 4.364 2.113 0.015
C 4.650 1.050 -1.046
C 3.529 0.050 -1.259
O 2.579 0.545 -2.192
C 1.319 -0.056 -2.097
C 1.429 -1.619 -2.144
O 1.265 -2.134 -3.284
O 1.682 -2.215 -1.060
N 0.564 0.390 -0.920
C 0.853 1.691 -0.389
C 0.198 2.940 -1.037
C -0.019 2.853 -2.539
C -1.106 3.398 -0.342
C -0.807 0.036 -0.904
C -1.208 -0.410 0.510
C -0.753 -1.902 0.919
O -0.214 -0.486 1.346
H 3.745 2.913 -0.374
H 3.827 1.624 0.821
H 5.279 2.489 0.457
H 5.479 0.457 -0.664
H 4.982 1.481 -1.985
H 3.980 -0.838 -1.693
H 3.093 -0.204 -0.299
H 0.787 0.212 -3.009
H 0.512 1.678 0.648
H 1.907 1.889 -0.319
H 0.893 3.763 -0.880
H 0.942 2.677 -3.017
H -0.656 2.030 -2.836
H -0.370 3.810 -2.913
H -1.196 2.971 0.651
H -1.197 4.476 -0.337
H -1.939 3.000 -0.917
H -1.510 0.847 -1.121
H -1.060 -0.793 -1.557
H -2.173 -0.108 0.853
H -0.491 -2.080 -0.144
H 0.182 -2.375 1.237
C 0.483 2.341 4.423
C 1.960 2.509 4.085
C 1.923 3.693 3.132
O 0.816 4.509 3.531
C 0.009 3.787 4.464
H 0.301 1.809 5.356
H -0.024 1.802 3.620
H 2.527 2.766 4.984
H 2.410 1.622 3.641
H 1.750 3.364 2.102
H 2.838 4.287 3.155
H 0.157 4.227 5.459
H -1.039 3.889 4.188
C -5.139 3.529 4.956
C -5.318 2.027 4.748
C -4.522 1.794 3.469
O -3.467 2.758 3.471
C -3.706 3.732 4.486
H -5.298 3.854 5.984
H -5.829 4.081 4.314
H -4.866 1.479 5.577
H -6.358 1.715 4.661
H -5.140 1.960 2.580
H -4.094 0.793 3.411
H -2.995 3.560 5.301
H -3.531 4.729 4.079
C -2.158 -1.954 -5.657
C -3.419 -2.765 -5.368
C -3.260 -3.056 -3.881
O -2.546 -1.956 -3.326
C -2.008 -1.146 -4.379
H -2.232 -1.328 -6.546
H -1.303 -2.621 -5.777
H -4.307 -2.150 -5.540
H -3.510 -3.669 -5.969
H -2.673 -3.966 -3.717
H -4.217 -3.164 -3.365
H -2.588 -0.215 -4.425
H -0.970 -0.903 -4.147
C 2.667 -5.758 -0.247
C 2.661 -5.736 -1.769
C 3.586 -6.897 -2.101
O 3.442 -7.854 -1.041
C 2.721 -7.253 0.041
H 1.803 -5.267 0.196
H 3.567 -5.267 0.128
H 1.654 -5.938 -2.140
H 2.989 -4.789 -2.192
H 4.634 -6.574 -2.130
H 3.345 -7.375 -3.052
H 1.714 -7.688 0.065
H 3.222 -7.488 0.982
*
```

Atomic partial charges in e from the Löwdin method, atoms 1 to 4: C -0.113; C -0.220; C -0.222; O -0.068

***

Entry 2:
Density functional theory data (ωB97M-V with the def2-TZVPD basis set) for C28H55BN2P2ScSi as an isolated structure in a non-equilibrium geometry.

Values from the calculation:
Electronic energy, eV: -80736.60448
ΔE to the lowest compared entry with this formula, charge and spin, kcal/mol: 0.00
E_HOMO, eV: -10.08
Kohn-Sham gap, eV: 7.6965

Structure (ORCA input):
```
! RIJCOSX wB97M-V def2-TZVPD def2/J DEFGRID3
* xyz 1 1
Sc -18.088 2.362 -3.823
C -19.574 2.506 -0.066
C -18.020 2.555 -0.003
C -17.573 3.994 -0.247
C -17.596 2.176 1.418
P -17.241 1.461 -1.251
C -18.112 -0.210 -1.090
N -19.335 -0.173 -1.924
B -19.618 0.734 -2.978
N -20.883 0.317 -3.548
C -21.695 1.052 -4.450
P -20.661 2.302 -5.268
C -21.903 3.693 -5.481
C -21.934 4.571 -4.196
C -21.496 4.596 -6.654
C -23.353 3.245 -5.728
C -20.317 1.427 -6.893
C -19.660 0.085 -6.434
C -19.349 2.187 -7.816
C -21.623 1.053 -7.741
C -21.304 -0.795 -2.844
C -22.422 -1.535 -3.041
C -22.544 -2.740 -2.406
C -21.565 -3.158 -1.475
C -20.423 -2.315 -1.172
C -20.324 -1.165 -1.914
C -15.424 1.112 -1.000
C -14.887 0.344 -2.241
C -15.072 0.169 0.172
C -14.631 2.425 -0.928
H -19.968 3.212 0.694
H -20.035 1.555 0.102
H -19.987 2.921 -1.033
H -18.106 4.684 0.416
H -17.941 4.249 -1.230
H -16.507 4.220 -0.224
H -17.985 2.913 2.098
H -16.525 2.152 1.415
H -18.022 1.159 1.589
H -18.331 -0.436 -0.057
H -17.386 -0.963 -1.455
H -22.448 1.575 -3.887
H -22.204 0.413 -5.217
H -21.015 5.141 -4.059
H -22.028 3.944 -3.284
H -22.822 5.158 -4.205
H -20.456 4.954 -6.653
H -22.093 5.513 -6.624
H -21.687 4.241 -7.634
H -23.800 3.078 -4.747
H -23.364 2.346 -6.356
H -23.890 4.028 -6.181
H -18.727 0.169 -5.954
H -19.572 -0.463 -7.424
H -20.298 -0.542 -5.842
H -18.425 2.533 -7.338
H -19.759 3.081 -8.259
H -18.975 1.538 -8.618
H -22.151 0.170 -7.304
H -21.305 0.806 -8.792
H -22.309 1.891 -7.782
H -23.220 -1.336 -3.766
H -23.392 -3.369 -2.654
H -21.701 -4.006 -0.846
H -19.743 -2.591 -0.390
H -15.091 -0.673 -2.289
H -13.796 0.476 -2.129
H -15.215 0.801 -3.251
H -15.587 -0.829 0.102
H -15.223 0.668 1.151
H -14.020 -0.081 0.135
H -14.798 3.057 -1.770
H -13.505 2.289 -0.871
H -14.817 3.018 -0.008
C -17.344 4.707 -4.012
Si -16.023 3.863 -5.285
C -14.274 4.051 -4.584
C -16.138 4.967 -6.740
C -16.645 2.051 -5.373
H -17.242 5.777 -4.319
H -17.094 4.636 -2.974
H -18.489 4.520 -4.109
H -13.914 5.090 -4.640
H -13.632 3.437 -5.252
H -14.161 3.690 -3.571
H -16.187 6.002 -6.345
H -17.064 4.881 -7.248
H -15.283 4.874 -7.426
H -15.799 1.382 -4.989
H -16.815 1.734 -6.419
*
```

Atomic partial charges in e from the Löwdin method, atoms 1 to 4: Sc 0.696; C -0.069; C -0.715; C -0.097

***

Entry 3:
Density functional theory data (ωB97M-V with the def2-TZVPD basis set) for C28H55Br24F3NS as an isolated structure in a non-equilibrium geometry.

Values from the calculation:
Electronic energy, eV: -1731419.45258
E_HOMO, eV: -11.01
Kohn-Sham gap, eV: 8.3006

Structure (ORCA input):
```
! RIJCOSX wB97M-V def2-TZVPD def2/J DEFGRID3
* xyz 1 1
N 6.772 -1.608 1.451
C 6.618 -1.485 2.931
C 7.564 -0.391 3.564
S 7.115 1.360 3.175
C 5.504 1.499 2.289
C 4.242 0.988 3.118
C 3.293 0.221 2.117
F 3.934 -0.768 1.355
Br 2.585 1.568 0.817
C 2.072 -0.539 2.886
F 1.860 0.011 4.139
F 2.509 -1.874 3.017
Br 0.446 -0.533 1.745
H 6.125 -2.310 1.080
H 7.738 -1.873 1.241
H 5.531 -1.403 3.212
H 6.970 -2.486 3.358
H 7.642 -0.573 4.675
H 8.606 -0.560 3.133
H 8.070 1.797 2.257
H 5.334 2.611 2.114
H 5.592 1.048 1.253
H 3.704 1.904 3.514
H 4.542 0.360 4.020
Br -1.018 2.745 2.781
C -1.703 3.158 1.003
C -2.909 2.316 0.671
Br -2.411 0.495 0.187
H -0.879 3.025 0.304
H -1.974 4.213 1.042
H -3.419 2.710 -0.208
H -3.618 2.241 1.494
Br 6.920 3.971 0.140
C 6.260 4.424 -1.638
C 5.025 3.634 -1.997
Br 5.468 1.804 -2.498
H 7.086 4.265 -2.329
H 6.033 5.489 -1.589
H 4.546 4.060 -2.880
H 4.298 3.573 -1.188
Br 2.117 1.295 -3.083
C 1.648 1.358 -4.973
C 2.880 1.401 -5.840
Br 3.685 3.177 -5.842
H 0.995 2.218 -5.110
H 1.080 0.444 -5.155
H 2.624 1.204 -6.881
H 3.654 0.703 -5.522
Br 9.093 -3.508 4.752
C 8.649 -5.383 4.452
C 9.140 -5.851 3.106
Br 7.990 -5.206 1.671
H 7.571 -5.477 4.573
H 9.149 -5.925 5.254
H 9.096 -6.938 3.039
H 10.150 -5.518 2.877
Br -5.179 4.495 -1.755
C -5.053 3.644 -3.504
C -4.258 2.364 -3.436
Br -2.346 2.722 -3.324
H -4.626 4.378 -4.184
H -6.084 3.440 -3.796
H -4.386 1.784 -4.350
H -4.515 1.742 -2.579
Br -3.324 7.828 6.145
C -3.663 5.919 5.961
C -3.195 5.405 4.625
Br -4.435 5.900 3.203
H -4.729 5.770 6.128
H -3.103 5.452 6.771
H -3.176 4.314 4.617
H -2.215 5.781 4.337
Br -0.730 -1.905 -6.501
C 0.775 -2.913 -5.782
C 0.438 -3.525 -4.447
Br 0.478 -2.192 -3.028
H 1.623 -2.230 -5.739
H 0.977 -3.689 -6.521
H 1.188 -4.265 -4.164
H -0.549 -3.987 -4.420
Br -7.418 7.048 6.223
C -8.079 7.442 4.433
C -9.264 6.579 4.083
Br -8.711 4.766 3.625
H -7.240 7.316 3.751
H -8.364 8.493 4.461
H -9.765 6.957 3.191
H -9.988 6.494 4.892
Br -2.402 -4.002 -1.717
C -2.853 -5.882 -1.960
C -2.388 -6.389 -3.301
Br -3.560 -5.783 -4.735
H -3.929 -5.972 -1.816
H -2.339 -6.405 -1.154
H -2.434 -7.478 -3.336
H -1.380 -6.064 -3.557
Br -9.363 1.053 -1.433
C -8.819 1.886 0.243
C -7.319 1.986 0.343
Br -6.520 0.263 0.786
H -9.266 1.304 1.047
H -9.269 2.879 0.226
H -7.031 2.651 1.159
H -6.849 2.326 -0.578
Br -1.768 -10.528 -2.465
C -3.081 -11.242 -3.717
C -3.659 -10.152 -4.583
Br -4.968 -9.091 -3.606
H -3.831 -11.765 -3.127
H -2.532 -11.964 -4.323
H -4.209 -10.579 -5.422
H -2.908 -9.460 -4.961
*
```

Atomic partial charges in e from the Löwdin method, atoms 1 to 4: N -0.004; C -0.322; C -0.373; S 1.079

***

Entry 4:
Density functional theory data (ωB97M-V with the def2-TZVPD basis set) for a 9-piece molecular cluster, C28H55Cl17N2O overall in a non-equilibrium geometry.

Values from the calculation:
Electronic energy, eV: -247839.51135
Structure (SMILES): CCC[C@@]1(CNC)C(=O)NC[C@H]1CCCCl.ClCCCl.ClCCCl.ClCCCl.ClCCCl.ClCCCl.ClCCCl.ClCCCl.ClCCCl
E_HOMO, eV: -8.22
Kohn-Sham gap, eV: 8.7040

Structure (ORCA input):
```
! RIJCOSX wB97M-V def2-TZVPD def2/J DEFGRID3
* xyz 0 1
C -2.125 -2.406 -0.539
C -1.105 -1.965 0.539
C 0.302 -2.497 0.218
C 1.477 -2.117 1.170
C 2.018 -3.284 2.009
N 2.234 -4.529 1.278
C 1.386 -5.659 1.697
C 2.601 -1.519 0.287
O 3.589 -2.069 -0.154
N 2.269 -0.189 0.087
C 1.379 0.315 1.160
C 1.322 -0.894 2.090
C 0.339 -0.915 3.259
C 0.005 0.477 3.793
C -0.962 0.321 4.959
Cl -1.173 1.827 5.892
H -2.147 -3.491 -0.664
H -1.960 -1.901 -1.490
H -3.121 -2.134 -0.177
H -1.469 -2.372 1.484
H -1.139 -0.873 0.570
H 0.229 -3.586 0.227
H 0.556 -2.236 -0.812
H 1.385 -3.426 2.893
H 2.992 -2.942 2.377
H 3.190 -4.820 1.406
H 0.930 -6.136 0.830
H 0.592 -5.340 2.375
H 1.979 -6.416 2.220
H 3.053 0.418 -0.113
H 0.464 0.606 0.649
H 1.731 1.227 1.639
H 2.312 -0.857 2.563
H 0.800 -1.468 4.084
H -0.595 -1.431 3.028
H -0.458 1.084 3.012
H 0.898 1.002 4.144
H -1.917 -0.028 4.562
H -0.585 -0.450 5.630
Cl 1.732 -4.007 6.466
C 3.485 -3.768 6.686
C 3.849 -2.307 6.756
Cl 3.595 -1.488 5.194
H 3.992 -4.262 5.861
H 3.763 -4.263 7.615
H 4.903 -2.201 7.009
H 3.256 -1.787 7.504
Cl -1.360 -5.907 -0.779
C -0.970 -6.301 -2.474
C 0.510 -6.492 -2.682
Cl 1.418 -4.974 -2.496
H -1.359 -5.500 -3.097
H -1.498 -7.223 -2.715
H 0.688 -6.853 -3.694
H 0.918 -7.212 -1.977
Cl 5.813 3.316 1.477
C 6.426 2.101 2.628
C 5.625 0.826 2.583
Cl 3.973 1.049 3.216
H 6.410 2.544 3.620
H 7.458 1.891 2.353
H 6.100 0.068 3.204
H 5.542 0.442 1.569
Cl -3.964 -0.213 3.076
C -4.328 1.186 4.126
C -5.738 1.681 3.937
Cl -5.986 2.423 2.335
H -3.597 1.962 3.911
H -4.191 0.858 5.156
H -5.955 2.446 4.680
H -6.459 0.874 4.044
Cl -4.112 4.386 -1.567
C -2.474 3.665 -1.654
C -2.372 2.409 -0.835
Cl -2.481 2.737 0.917
H -1.760 4.419 -1.332
H -2.282 3.432 -2.697
H -1.409 1.931 -1.022
H -3.165 1.708 -1.081
Cl 0.377 6.958 -4.586
C 0.142 5.680 -5.808
C -0.879 4.663 -5.370
Cl -0.301 3.675 -3.998
H 1.105 5.222 -6.002
H -0.195 6.169 -6.718
H -1.087 3.976 -6.189
H -1.811 5.137 -5.068
Cl 2.702 5.619 -7.975
C 2.195 5.927 -9.660
C 1.720 7.340 -9.875
Cl 0.173 7.678 -9.058
H 1.426 5.202 -9.913
H 3.067 5.743 -10.285
H 1.555 7.506 -10.939
H 2.449 8.062 -9.517
Cl -4.047 -0.181 -2.242
C -5.406 0.807 -2.844
C -6.700 0.037 -2.858
Cl -6.698 -1.261 -4.082
H -5.144 1.166 -3.836
H -5.496 1.664 -2.176
H -7.520 0.708 -3.108
H -6.900 -0.417 -1.891
*
```

Atomic partial charges in e from the Löwdin method, atoms 1 to 4: C -0.132; C -0.229; C -0.107; C -0.291

***

Entry 5:
Density functional theory data (ωB97M-V with the def2-TZVPD basis set) for C28H55Cl8N5 as an isolated structure in a non-equilibrium geometry.

Values from the calculation:
Electronic energy, eV: -137537.16287
ΔE to the lowest compared entry with this formula, charge and spin, kcal/mol: 439.95
E_HOMO, eV: -6.99
Kohn-Sham gap, eV: 7.2648

Structure (ORCA input):
```
! RIJCOSX wB97M-V def2-TZVPD def2/J DEFGRID3
* xyz 0 1
C -0.317 0.165 -5.053
C 1.211 -0.275 -5.179
N 1.642 -1.201 -4.116
C 1.461 -2.653 -4.349
C 0.008 -3.175 -4.140
C 1.602 -0.722 -2.800
C 2.724 -1.366 -1.900
H -0.796 0.222 -6.031
H -0.371 1.128 -4.547
H -0.979 -0.470 -4.464
H 1.366 -0.724 -6.160
H 1.808 0.635 -5.130
H 1.728 -2.878 -5.382
H 2.114 -3.246 -3.709
H -0.432 -3.076 -3.148
H -0.659 -2.846 -4.936
H 0.016 -4.244 -4.350
H 0.621 -0.561 -2.352
H 1.977 0.297 -2.897
H 3.578 -1.385 -2.577
H 2.658 -2.415 -1.610
H 2.998 -0.821 -0.997
C -0.760 5.834 0.082
C 0.018 5.364 -1.129
N 1.070 4.333 -1.005
C 0.506 3.114 -0.345
C 1.635 2.049 -0.093
C 1.961 4.136 -2.127
C 1.181 3.760 -3.423
H -1.557 6.566 -0.047
H 0.027 6.208 0.737
H -1.157 4.913 0.507
H -0.699 5.092 -1.903
H 0.474 6.310 -1.421
H 0.022 3.376 0.596
H -0.317 2.710 -0.934
H 1.868 1.394 -0.932
H 2.541 2.328 0.445
H 1.258 1.342 0.647
H 2.707 3.379 -1.887
H 2.410 5.094 -2.387
H 0.354 4.376 -3.775
H 0.787 2.743 -3.414
H 1.641 3.681 -4.408
C -4.628 -1.759 5.429
C -3.543 -2.487 6.207
N -2.555 -2.889 5.173
C -1.992 -1.814 4.306
C -1.098 -0.759 4.943
C -1.481 -3.648 5.867
C -0.593 -4.302 4.835
H -4.994 -2.355 4.593
H -4.419 -0.764 5.038
H -5.474 -1.698 6.115
H -3.062 -1.805 6.909
H -4.095 -3.291 6.693
H -1.339 -2.143 3.497
H -2.798 -1.209 3.890
H -0.268 -1.153 5.530
H -0.573 -0.199 4.169
H -1.648 -0.064 5.576
H -1.926 -4.465 6.434
H -0.844 -3.033 6.503
H 0.180 -4.827 5.397
H -0.060 -3.539 4.268
H -1.253 -4.900 4.207
C 4.304 -0.186 1.607
Cl 5.687 0.453 0.789
Cl 3.342 -1.170 0.299
Cl 4.814 -1.396 2.851
Cl 3.413 1.171 2.260
C 1.735 -3.711 1.048
Cl 1.089 -5.226 0.465
Cl 3.492 -3.720 0.914
Cl 1.188 -2.424 -0.015
Cl 1.231 -3.555 2.804
N -2.895 1.511 -3.707
C -3.591 1.201 -2.561
C -2.731 1.034 -1.495
C -1.391 1.244 -2.056
C -1.542 1.583 -3.405
H -3.343 1.603 -4.607
H -4.631 0.912 -2.583
H -2.944 0.804 -0.462
H -0.431 1.253 -1.562
H -0.807 1.916 -4.123
N -0.761 0.559 0.880
C -0.151 0.368 2.072
C 1.134 -0.120 1.841
C 1.224 -0.219 0.408
C -0.026 0.029 -0.100
H -1.693 0.930 0.760
H -0.645 0.722 2.965
H 1.847 -0.423 2.592
H 1.999 -0.479 -0.298
H -0.385 -0.050 -1.116
*
```

Atomic partial charges in e from the Löwdin method, atoms 1 to 4: C -0.073; C -0.160; N -0.208; C -0.196

***

| no. | E_LUMO (eV) |
| --- | --- |
| 1 | 2.4 |
| 2 | -2.4 |
| 3 | -2.7 |
| 4 | 0.5 |
| 5 | 0.3 |